# 1
C16H21Cl4N3O6 | ωB97M-V/def2-TZVPD

- E_LUMO (eV) = -1.473
- E_tot (eV) = -83751.133
- total charge = 0
- Kohn-Sham gap (eV) = 6.5

Cartesian coordinates (Å):
C1 1.15 0.19 -1.13
Cl1 1.59 1.84 -1.81
Cl2 -0.37 0.21 -0.16
Cl3 0.77 -0.93 -2.54
Cl4 2.40 -0.53 -0.03
C2 0.08 1.56 -5.69
N1 -0.49 0.56 -4.68
O1 0.29 0.06 -3.88
O2 -1.68 0.25 -4.89
H1 1.02 1.22 -6.14
H2 0.23 2.41 -5.03
H3 -0.54 1.73 -6.57
C3 -1.91 -0.35 -2.73
N2 -2.56 -0.45 -1.43
O3 -2.63 0.59 -0.75
O4 -3.01 -1.49 -1.02
H4 -2.57 0.20 -3.40
H5 -1.77 -1.30 -3.25
H6 -0.95 0.16 -2.66
C4 3.02 0.08 2.37
N3 3.72 1.26 1.83
O5 4.54 1.80 2.53
O6 3.49 1.71 0.71
H7 2.79 0.44 3.37
H8 3.65 -0.80 2.23
H9 2.16 -0.02 1.71
C5 -1.30 -3.15 -0.38
C6 -2.04 -2.71 0.72
C7 -1.36 -2.08 1.78
C8 0.00 -1.84 1.72
C9 0.75 -2.09 0.57
C10 0.11 -2.86 -0.43
H10 -1.74 -3.63 -1.25
H11 -3.10 -2.90 0.87
H12 -1.92 -1.75 2.64
H13 0.37 -1.19 2.50
H14 1.81 -1.93 0.44
H15 0.69 -3.35 -1.19
C11 0.27 2.43 3.79
C12 0.99 1.55 2.96
C13 0.31 0.74 2.10
C14 -1.07 0.75 2.03
C15 -1.78 1.65 2.81
C16 -1.11 2.42 3.76
H16 0.77 3.08 4.49
H17 2.07 1.59 2.94
H18 0.92 0.18 1.41
H19 -1.64 0.00 1.49
H20 -2.86 1.64 2.73
H21 -1.58 3.02 4.53

# 2
C16H21F4N2O13 | ωB97M-V/def2-TZVPD

- E_LUMO (eV) = 1.998
- E_tot (eV) = -57399.417
- total charge = -1
- Kohn-Sham gap (eV) = 4.9

Cartesian coordinates (Å):
C1 3.28 -0.18 3.34
N1 2.95 1.23 3.62
C2 3.36 2.17 2.55
C3 1.57 1.43 4.06
O1 1.41 2.08 5.12
C4 0.26 0.89 3.32
N2 0.45 0.35 1.97
H1 3.72 -0.62 4.31
H2 2.41 -0.84 3.06
H3 4.12 -0.28 2.56
H4 4.44 2.51 2.73
H5 2.73 3.11 2.63
H6 3.29 1.75 1.50
H7 -0.52 1.74 3.36
H8 -0.17 0.06 3.98
H9 0.97 1.04 1.41
C5 -1.86 -0.72 0.26
C6 -2.31 0.05 -0.94
O2 -3.16 -0.87 -1.61
C7 -3.68 -1.66 -0.63
O3 -4.64 -2.37 -0.78
O4 -3.00 -1.54 0.54
F1 -1.26 0.33 -1.76
H10 -0.99 -1.35 0.06
H11 -1.63 -0.07 1.11
H12 -2.86 0.96 -0.72
C8 -3.46 -1.20 -4.92
C9 -4.08 0.13 -5.21
O5 -4.31 0.09 -6.60
C10 -4.49 -1.23 -6.91
O6 -4.96 -1.62 -7.93
O7 -4.07 -2.04 -5.90
F2 -3.23 1.14 -4.94
H13 -2.37 -1.19 -5.08
H14 -3.66 -1.55 -3.91
H15 -5.03 0.30 -4.69
C11 -1.66 -4.75 -6.33
C12 -0.64 -4.81 -7.43
O8 0.48 -4.15 -6.87
C13 0.39 -4.35 -5.52
O9 1.28 -4.17 -4.76
O10 -0.85 -4.79 -5.16
F3 -1.05 -4.13 -8.52
H16 -2.23 -3.82 -6.34
H17 -2.35 -5.59 -6.36
H18 -0.35 -5.83 -7.72
C14 3.03 3.79 7.61
C15 3.66 4.86 6.77
O11 4.49 5.54 7.69
C16 4.85 4.61 8.62
O12 5.75 4.74 9.39
O13 4.06 3.51 8.55
F4 2.73 5.73 6.31
H19 2.14 4.14 8.14
H20 2.77 2.91 7.02
H21 4.26 4.49 5.94

# 3
C16H21FN2O4 | ωB97M-V/def2-TZVPD

- E_LUMO (eV) = -0.939
- E_tot (eV) = -30805.446
- total charge = 0
- Kohn-Sham gap (eV) = 8.1

Cartesian coordinates (Å):
N1 5.17 2.53 1.92
C1 4.92 1.69 0.65
O1 5.80 0.71 0.43
C2 3.66 2.09 -0.34
C3 3.30 0.94 -1.46
C4 2.00 0.02 -1.12
O2 0.66 0.61 -0.99
C5 -0.27 -0.19 -0.13
O3 -1.62 -0.47 -0.63
C6 -2.66 -0.23 0.40
O4 -2.59 -0.66 1.68
C7 -4.01 0.68 0.04
C8 -4.25 1.07 -1.53
C9 -5.57 2.01 -1.88
C10 -6.62 2.57 -0.74
C11 -6.38 2.12 0.84
C12 -5.07 1.17 1.22
C13 0.50 -1.64 -0.08
C14 -0.03 -2.84 0.89
C15 0.18 -4.26 0.03
F1 1.61 -4.48 -0.35
C16 2.03 -1.02 0.17
N2 3.19 -1.98 0.31
H1 6.21 2.74 1.90
H2 5.08 1.86 2.74
H3 2.72 2.47 0.28
H4 4.02 3.05 -0.96
H5 4.22 0.20 -1.60
H6 3.13 1.42 -2.53
H7 1.89 -0.72 -2.05
H8 -0.24 0.41 0.89
H9 -3.52 0.69 -2.38
H10 -5.71 2.31 -3.01
H11 -7.51 3.27 -1.07
H12 -7.15 2.50 1.66
H13 -4.94 0.89 2.35
H14 0.36 -2.07 -1.17
H15 -1.20 -2.80 1.12
H16 0.55 -2.90 1.90
H17 -0.45 -4.18 -0.97
H18 -0.27 -5.14 0.65
H19 1.88 -0.33 1.13
H20 3.98 -1.40 0.71
H21 2.97 -2.68 1.07

# 4
C16H21FN2O4P | ωB97M-V/def2-TZVPD

- E_LUMO (eV) = -5.093
- E_tot (eV) = -40092.810
- total charge = +1
- Kohn-Sham gap (eV) = 6.4

Cartesian coordinates (Å):
C1 4.44 1.99 1.88
C2 3.54 0.99 0.88
O1 4.15 0.63 -0.25
O2 2.17 0.66 1.29
C3 1.61 -0.48 0.55
C4 1.10 -0.11 -0.95
C5 -0.44 0.49 -1.07
C6 -0.78 1.75 -0.10
C7 -0.38 3.26 -0.72
C8 -0.72 4.61 0.14
C9 -1.47 4.36 1.59
O3 -1.88 5.50 2.44
C10 -1.76 2.81 2.07
N1 -1.42 1.56 1.24
P1 -1.86 0.05 2.06
N2 -0.49 -0.19 3.24
O4 -1.82 -1.39 1.11
H1 5.58 1.95 1.55
H2 4.27 1.65 2.99
H3 4.05 3.09 1.66
H4 2.50 -1.26 0.42
H5 0.76 -1.06 1.10
H6 1.80 0.74 -1.41
H7 1.18 -1.06 -1.62
H8 -1.27 -0.34 -1.15
H9 -0.45 0.94 -2.18
H10 0.16 3.31 -1.78
H11 -0.44 5.66 -0.30
H12 -1.59 6.37 2.04
H13 -2.30 2.72 3.13
H14 0.12 0.65 3.19
H15 -0.96 -0.28 4.17
H16 -1.75 -2.23 1.65
F1 0.19 -1.89 -3.33
C11 -0.55 -2.91 -2.87
C12 -1.86 -2.68 -2.46
C13 -2.63 -3.74 -1.99
C14 -2.09 -5.02 -1.92
C15 -0.77 -5.24 -2.33
C16 0.00 -4.19 -2.81
H17 -2.27 -1.67 -2.52
H18 -3.66 -3.56 -1.68
H19 -2.69 -5.84 -1.55
H20 -0.34 -6.24 -2.27
H21 1.02 -4.34 -3.14

# 5
C16H21N2S3 | ωB97M-V/def2-TZVPD

- E_LUMO (eV) = -4.950
- E_tot (eV) = -52411.927
- total charge = +1
- Kohn-Sham gap (eV) = 5.4

Cartesian coordinates (Å):
C1 3.52 -3.32 0.99
C2 2.20 -3.81 0.40
N1 1.12 -2.82 0.62
C3 -0.31 -3.12 0.54
C4 -0.90 -1.71 0.65
N2 0.17 -0.80 0.71
C5 1.31 -1.43 0.69
S1 2.88 -0.63 0.74
C6 3.95 -2.00 0.35
H1 3.38 -3.16 2.07
H2 4.30 -4.08 0.90
H3 2.29 -3.97 -0.68
H4 1.89 -4.77 0.83
H5 -0.53 -3.61 -0.42
H6 -0.60 -3.79 1.36
H7 -1.54 -1.46 -0.21
H8 -1.51 -1.59 1.56
H9 4.97 -1.73 0.64
H10 3.96 -2.10 -0.74
C7 -4.70 0.80 1.05
C8 -3.71 1.32 1.88
C9 -2.54 1.79 1.36
C10 -2.30 1.76 -0.04
C11 -1.11 2.27 -0.59
S2 -0.95 2.14 -2.34
C12 0.76 2.54 -2.64
C13 1.20 3.74 -1.82
C14 1.50 3.34 -0.38
S3 0.01 3.00 0.54
C15 -3.33 1.22 -0.86
C16 -4.50 0.76 -0.32
H11 -5.63 0.45 1.47
H12 -3.88 1.35 2.95
H13 -1.78 2.19 2.00
H14 1.35 1.66 -2.40
H15 0.89 2.72 -3.72
H16 2.05 4.26 -2.28
H17 0.38 4.47 -1.80
H18 2.11 2.43 -0.34
H19 2.06 4.11 0.15
H20 -3.18 1.20 -1.93
H21 -5.27 0.37 -0.96

# 6
C16H21N3O3 | ωB97M-V/def2-TZVPD

- E_LUMO (eV) = 0.303
- E_tot (eV) = -27540.940
- total charge = 0
- Kohn-Sham gap (eV) = 9.0

Cartesian coordinates (Å):
C1 0.90 2.86 -0.22
C2 1.85 1.50 -0.28
C3 -0.46 2.79 -0.95
C4 -1.26 1.75 -0.25
C5 -1.81 1.86 1.00
C6 -1.95 0.60 -0.82
C7 -2.86 0.00 0.16
C8 -1.70 -0.20 -1.94
C9 -3.41 -1.31 0.05
C10 -2.31 -1.51 -2.10
C11 -3.10 -2.17 -1.00
C12 2.02 -0.81 0.32
C13 2.44 -1.56 -0.88
C14 0.88 -1.69 1.03
C15 1.52 -3.01 1.09
C16 0.77 -0.82 2.39
H1 2.39 4.17 0.12
H2 2.27 3.78 -1.44
H3 0.74 3.14 0.85
H4 -0.97 3.69 -0.79
H5 -0.59 2.49 -1.99
H6 -1.41 2.60 1.71
H7 -3.24 0.74 2.21
H8 -0.92 0.09 -2.78
H9 -4.23 -1.43 0.94
H10 -1.93 -2.15 -2.90
H11 -3.52 -3.19 -1.25
H12 0.25 0.23 0.02
H13 2.97 -0.41 0.90
H14 0.04 -1.75 0.23
H15 2.55 -2.93 1.56
H16 1.65 -3.53 0.18
H17 0.90 -3.85 1.72
H18 0.00 -0.11 2.40
H19 0.46 -1.47 3.32
H20 1.92 -0.11 2.42
H21 0.76 -1.32 -2.17
N1 1.62 3.97 -0.60
N2 -2.86 0.92 1.19
N3 1.27 0.26 -0.12
O1 3.10 1.66 -0.46
O2 3.62 -2.04 -0.85
O3 1.65 -1.74 -2.05

# 7
C16H21N3O5S | ωB97M-V/def2-TZVPD

- E_LUMO (eV) = 0.420
- E_tot (eV) = -42473.825
- total charge = 0
- Kohn-Sham gap (eV) = 8.8

Cartesian coordinates (Å):
C1 -0.18 -3.08 1.26
C2 0.88 -2.12 0.75
O1 2.15 -2.71 0.94
C3 3.23 -2.02 0.38
C4 3.68 -0.78 1.20
C5 3.19 0.50 0.63
N1 3.76 1.11 -0.34
N2 3.16 2.23 -0.73
C6 2.10 2.51 -0.06
N3 1.33 3.62 -0.25
C7 -0.05 3.70 -0.14
O2 -0.59 4.77 -0.04
C8 -0.74 2.39 -0.22
C9 -0.37 1.47 -1.19
C10 -0.99 0.23 -1.27
O3 -0.62 -0.72 -2.18
C11 0.40 -0.42 -3.10
C12 -2.03 -0.08 -0.37
O4 -2.72 -1.25 -0.30
C13 -2.79 -2.11 -1.41
C14 -2.42 0.88 0.59
O5 -3.43 0.48 1.41
C15 -3.88 1.38 2.39
C16 -1.78 2.11 0.66
S1 1.75 1.33 1.21
H1 -1.17 -2.64 1.15
H2 -0.14 -4.02 0.71
H3 -0.01 -3.29 2.31
H4 0.72 -1.92 -0.32
H5 0.81 -1.17 1.29
H6 4.05 -2.75 0.38
H7 3.02 -1.73 -0.65
H8 4.77 -0.74 1.20
H9 3.32 -0.90 2.22
H10 1.82 4.48 -0.47
H11 0.41 1.73 -1.88
H12 0.52 -1.31 -3.70
H13 0.13 0.42 -3.74
H14 1.35 -0.19 -2.60
H15 -3.08 -1.58 -2.32
H16 -1.85 -2.64 -1.58
H17 -3.57 -2.83 -1.16
H18 -4.69 0.87 2.90
H19 -3.10 1.63 3.11
H20 -4.27 2.30 1.94
H21 -2.06 2.85 1.39

# 8
C16H21N3OS | ωB97M-V/def2-TZVPD

- E_LUMO (eV) = 0.689
- E_tot (eV) = -34285.614
- total charge = 0
- Kohn-Sham gap (eV) = 8.5

Cartesian coordinates (Å):
C1 1.75 -0.95 -3.84
C2 0.84 -1.23 -2.92
C3 0.17 -0.24 -2.01
N1 0.66 1.10 -2.14
C4 1.87 1.62 -1.76
C5 2.91 0.88 -1.00
C6 2.79 1.19 0.51
C7 1.42 0.83 1.01
C8 1.13 -0.45 1.45
C9 -0.14 -0.82 1.84
C10 -1.18 0.11 1.80
O1 -2.48 -0.08 2.14
C11 -3.05 -1.34 2.50
C12 -2.97 -2.38 1.38
C13 -2.55 -1.86 3.85
C14 -0.89 1.41 1.37
C15 0.38 1.76 0.99
N2 1.96 2.87 -2.09
N3 0.80 3.17 -2.71
C16 -0.04 2.11 -2.76
S1 -1.55 2.02 -3.40
H1 2.17 -1.71 -4.46
H2 2.10 0.05 -4.01
H3 0.49 -2.24 -2.78
H4 -0.90 -0.19 -2.25
H5 0.26 -0.57 -0.97
H6 3.89 1.20 -1.35
H7 2.79 -0.19 -1.17
H8 2.97 2.26 0.66
H9 3.55 0.63 1.04
H10 1.92 -1.19 1.49
H11 -0.30 -1.83 2.18
H12 -4.10 -1.06 2.63
H13 -1.97 -2.78 1.27
H14 -3.27 -1.92 0.44
H15 -3.65 -3.19 1.61
H16 -3.22 -2.64 4.20
H17 -2.53 -1.06 4.57
H18 -1.55 -2.28 3.78
H19 -1.70 2.12 1.34
H20 0.58 2.77 0.66
H21 0.62 4.09 -3.07

# 9
C16H21N5PdS6 | ωB97M-V/def2-TZVPD

- E_LUMO (eV) = -8.194
- E_tot (eV) = -92860.900
- total charge = +2
- Kohn-Sham gap (eV) = 5.7

Cartesian coordinates (Å):
Pd1 0.81 -0.48 0.55
N1 2.23 -1.50 -0.58
C1 2.27 -2.97 -0.80
C2 2.43 -3.70 0.52
C3 1.20 -3.55 1.43
C4 1.36 -2.62 2.62
N2 1.74 -1.20 2.26
H1 2.21 -1.03 -1.49
H2 3.13 -1.23 -0.17
H3 3.09 -3.22 -1.47
H4 1.33 -3.25 -1.30
H5 3.33 -3.33 1.02
H6 2.63 -4.75 0.31
H7 0.91 -4.52 1.84
H8 0.35 -3.21 0.84
H9 2.13 -2.98 3.31
H10 0.42 -2.56 3.16
H11 2.75 -1.11 2.15
H12 1.52 -0.63 3.07
C5 -2.52 2.35 3.10
N3 -2.11 2.69 1.74
C6 -2.80 3.52 0.88
C7 -2.10 3.58 -0.26
N4 -0.96 2.81 -0.10
C8 -0.98 2.26 1.15
S1 0.12 1.24 1.99
C9 0.09 2.75 -1.09
C10 -0.13 3.31 -2.34
C11 0.90 3.27 -3.26
C12 2.11 2.68 -2.91
C13 2.20 2.14 -1.64
N5 1.21 2.15 -0.75
H13 -3.47 2.85 3.30
H14 -1.78 2.69 3.82
H15 -2.65 1.28 3.19
H16 -3.73 3.99 1.16
H17 -2.32 4.14 -1.14
H18 -1.06 3.77 -2.62
H19 0.77 3.70 -4.24
H20 2.94 2.65 -3.59
H21 3.13 1.68 -1.30
S2 -5.21 -2.84 -3.42
C14 -4.05 -2.29 -2.46
S3 -2.63 -1.47 -3.11
C15 -1.84 -1.17 -1.63
C16 -2.54 -1.67 -0.43
S4 -1.94 -1.46 1.06
S5 -4.05 -2.44 -0.73
S6 -0.42 -0.33 -1.66

# 10
C16H22AsAuClO2SSe | ωB97M-V/def2-TZVPD

- E_LUMO (eV) = 2.206
- E_tot (eV) = -174279.149
- total charge = -1
- Kohn-Sham gap (eV) = 6.4

Cartesian coordinates (Å):
Au1 -0.75 0.21 -0.22
Cl1 -2.73 -4.12 5.57
C1 -2.06 -3.32 4.17
C2 -1.01 -3.93 3.46
C3 -0.47 -3.32 2.36
C4 -0.93 -2.05 1.89
O1 -0.35 -1.56 0.86
C5 -2.00 -1.46 2.62
C6 -2.60 -0.19 2.30
O2 -2.33 0.58 1.38
C7 -2.54 -2.11 3.75
H1 -0.64 -4.89 3.79
H2 0.33 -3.79 1.81
H3 -3.41 0.12 2.99
H4 -3.35 -1.64 4.30
C8 -3.12 4.42 -2.44
C9 -1.61 4.15 -2.45
C10 -0.88 5.28 -1.71
C11 -1.11 4.08 -3.90
C12 -1.33 2.87 -1.78
C13 -1.06 1.84 -1.22
H5 -3.34 5.37 -2.93
H6 -3.49 4.47 -1.41
H7 -3.66 3.63 -2.95
H8 -1.07 6.24 -2.20
H9 0.19 5.10 -1.71
H10 -1.22 5.35 -0.68
H11 -1.30 5.03 -4.41
H12 -1.62 3.28 -4.44
H13 -0.04 3.87 -3.92
C14 4.43 -1.49 -1.26
As1 3.92 -2.75 0.11
C15 3.14 -1.64 1.48
C16 2.44 -3.72 -0.63
S1 5.47 -3.97 0.79
H14 3.68 -0.71 -1.25
H15 4.45 -2.01 -2.22
H16 5.42 -1.10 -1.03
H17 2.33 -1.06 1.03
H18 3.91 -0.99 1.88
H19 2.75 -2.28 2.27
H20 1.63 -3.02 -0.87
H21 2.11 -4.45 0.11
H22 2.77 -4.23 -1.52
Se1 1.05 -0.11 -1.77